Entry 1:
The following is a DFT calculation (ωB97M-V/def2-TZVPD) of C2F3InNO5S as an isolated structure.

The value obtained for the energy is -37958.72079 eV. The spin multiplicity is 2. The value obtained for the HOMO energy (spin up / spin down) is -9.82 / -9.33 eV.

Last column: Mulliken charge in e.
Cartesian coordinates (Å):
In (1.0923, -2.0798, 1.5340)  0.86
N (1.8229, -0.2177, -0.5809)  -0.35
S (0.9473, -1.3123, -1.3047)  1.06
O (1.4484, -1.6162, -2.6475)  -0.58
O (0.6209, -2.4716, -0.3927)  -0.57
C (-0.7936, -0.7108, -1.6796)  0.71
F (-0.7285, 0.4686, -2.2872)  -0.22
F (-1.4876, -0.5723, -0.5539)  -0.25
F (-1.4419, -1.5601, -2.4703)  -0.21
O (1.6250, -0.2961, 0.8182)  -0.44
O (-0.0512, 0.2763, 2.6132)  -0.51
C (0.4230, 1.0976, 1.8744)  0.87
O (0.3617, 2.1872, 1.4266)  -0.37

***

Entry 2:
The following is a DFT calculation (ωB97M-V/def2-TZVPD) of C12H21NO in the gas phase.

The value obtained for the energy is -16318.13540 eV. The spin multiplicity is 1. The value obtained for the HOMO energy is -9.38 eV. The value obtained for the energy above the lowest of the compared OMol25 structures with the same formula, charge and spin is 114.0 kcal per mole.

Last column: Mulliken charge in e.
Cartesian coordinates (Å):
H (-2.7547, -0.1036, -2.2492)  0.24
N (-2.1683, -0.5348, -1.5542)  -0.67
C (-2.3611, -0.3544, -0.3020)  0.61
C (-1.3923, -0.9642, 0.6619)  -1.31
C (0.0108, -1.3097, 0.0775)  0.20
C (0.5185, -2.7917, 0.4534)  -1.51
C (0.9910, -0.2119, 0.5083)  1.76
C (1.6284, -0.5144, 1.8421)  -2.41
C (0.6036, 1.1674, 0.1562)  -0.89
C (-0.0359, 2.2590, 0.5170)  -1.25
C (1.7880, 0.6153, -0.4343)  1.85
C (3.1320, 1.2579, 0.1996)  -1.61
C (1.9384, 0.3487, -1.8980)  -1.94
O (-3.3680, 0.3220, 0.2398)  -0.31
C (-4.2595, 1.1013, -0.5772)  -0.86
H (-1.2007, -0.3570, 1.4506)  0.30
H (-1.8679, -1.8749, 1.0382)  0.58
H (-0.3165, -1.3068, -0.9985)  0.39
H (1.3251, -2.9063, -0.3125)  0.33
H (-0.3458, -3.5250, 0.2587)  0.43
H (0.7487, -2.7127, 1.5047)  0.35
H (0.9139, -0.9848, 2.5105)  0.54
H (2.0697, 0.3536, 2.3248)  0.44
H (2.4530, -1.1701, 1.7992)  0.46
H (-0.8237, 2.0015, 1.0796)  0.54
H (0.1394, 3.0138, -0.2597)  0.30
H (2.6674, 1.9633, 0.9538)  0.37
H (3.5464, 1.8456, -0.6058)  0.46
H (3.7599, 0.4836, 0.5434)  0.35
H (2.1251, 1.2857, -2.4729)  0.39
H (1.0765, -0.1674, -2.2759)  0.40
H (2.7688, -0.2404, -2.0788)  0.50
H (-3.5516, 1.7318, -1.1520)  0.43
H (-4.7395, 1.6741, 0.1684)  0.26
H (-5.0190, 0.6054, -1.1164)  0.27

***

Entry 3:
The following is a DFT calculation (ωB97M-V/def2-TZVPD) of C4H7NO2 as an isolated structure.

The value obtained for the energy is -9841.04513 eV. The spin multiplicity is 1. The value obtained for the HOMO energy is -9.98 eV. The value obtained for the energy above the lowest of the compared OMol25 structures with the same formula, charge and spin is 143.8 kcal per mole.

Last column: Mulliken charge in e.
Cartesian coordinates (Å):
C (-1.1665, 1.4316, 0.2508)  -1.28
C (-0.2619, 0.2311, 0.1712)  1.09
C (-0.0623, -0.7124, 1.2809)  -0.61
O (-0.8432, -1.0580, 0.1507)  -0.43
C (0.8773, 0.3852, -0.7515)  0.52
O (1.5470, 1.4425, -1.0996)  -0.49
N (1.6675, -0.2459, -1.4994)  -0.46
H (-1.9289, 1.2714, 1.0168)  0.39
H (-0.5835, 2.3243, 0.4968)  0.32
H (-1.6596, 1.5957, -0.7120)  0.31
H (0.8873, -1.2384, 1.3739)  0.31
H (-0.6171, -0.5401, 2.2015)  0.27
H (1.2738, -2.2309, -1.6704)  0.11
H (0.8701, -2.6562, -1.2097)  -0.05

***

Entry 4:
The following is a DFT calculation (ωB97M-V/def2-TZVPD) of C4H7NO in the gas phase.

The value obtained for the energy is -7796.51335 eV. The spin multiplicity is 1. The value obtained for the HOMO energy is -9.34 eV. The value obtained for the energy above the lowest of the compared OMol25 structures with the same formula, charge and spin is 72.2 kcal per mole.

Last column: Mulliken charge in e.
Cartesian coordinates (Å):
O (1.7627, 0.5768, 0.5990)  -0.59
C (0.9507, 0.2182, -0.4824)  -0.16
C (0.3274, -1.1944, -0.3114)  -0.64
C (-0.9830, -0.4990, 0.1647)  -0.16
N (-0.7191, 0.7109, 1.0349)  -0.66
C (-0.4872, 0.7944, -0.3969)  -0.21
H (1.1201, 0.7848, 1.3127)  0.38
H (1.4505, 0.4475, -1.4250)  0.40
H (0.8348, -1.9333, 0.3199)  0.30
H (0.2343, -1.6484, -1.3208)  0.25
H (-1.9378, -1.0055, 0.3216)  0.40
H (-1.5854, 1.2221, 1.2262)  0.25
H (-0.9680, 1.5260, -1.0424)  0.44

***

Entry 5:
The following is a DFT calculation (ωB97M-V/def2-TZVPD) of H3NO3Si in the gas phase.

The value obtained for the energy is -15554.53949 eV. The spin multiplicity is 1. The value obtained for the HOMO energy is -11.01 eV. The value obtained for the energy above the lowest of the compared OMol25 structures with the same formula, charge and spin is 59.7 kcal per mole.

Last column: Mulliken charge in e.
Cartesian coordinates (Å):
O (-3.7915, 0.5687, -0.0138)  -0.57
N (-2.7632, -0.0347, -0.0218)  1.15
O (-2.6511, -1.1987, -0.2437)  -0.57
O (-1.7235, 0.6062, 0.3739)  -0.28
Si (-0.0867, 0.1258, -0.0172)  0.42
H (-0.2953, -1.4822, -0.0055)  -0.02
H (0.1053, 0.3817, -1.4073)  -0.08
H (0.5634, 0.9697, 0.9258)  -0.05

***

Entry 6:
The following is a DFT calculation (ωB97M-V/def2-TZVPD) of a 2-piece molecular cluster, C3H6N4 overall.

The value obtained for the energy is -9162.69062 eV. The spin multiplicity is 3. The value obtained for the HOMO energy (spin up / spin down) is -5.53 / -9.87 eV. The value obtained for the energy above the lowest of the compared OMol25 structures with the same formula, charge and spin is 40.9 kcal per mole.

Last column: Mulliken charge in e.
Cartesian coordinates (Å):
C (-1.9814, -0.2017, -2.1893)  0.37
C (0.6736, 0.4995, 0.5567)  -0.17
C (1.2852, -1.0922, 2.2405)  -0.52
N (-3.0106, 0.2740, -2.0470)  -0.39
N (1.2268, -0.0873, 1.5043)  -0.13
N (-0.7567, -0.6714, -2.4211)  -0.50
N (0.2153, 1.7559, 0.4563)  -0.25
H (0.5060, -1.5991, 2.8196)  0.32
H (2.3061, -1.4602, 2.4052)  0.26
H (-0.5081, -1.5518, -2.1528)  0.29
H (0.0956, -0.1087, -2.1016)  0.25
H (-0.2367, 1.9460, -0.3688)  0.27
H (0.1849, 2.2972, 1.2979)  0.21

***

Entry 7:
The following is a DFT calculation (ωB97M-V/def2-TZVPD) of C20H19N4PPdS3 as an isolated structure.

The value obtained for the energy is -72267.06566 eV. The spin multiplicity is 1. Its total charge is +2. The value obtained for the HOMO energy (spin up / spin down) is -14.50 / -14.52 eV.

Last column: Mulliken charge in e.
Cartesian coordinates (Å):
Pd (0.0305, 0.0716, -1.6358)  -0.32
C (2.5174, 3.7974, -2.2614)  -1.38
C (1.4474, 2.7694, -2.2924)  0.58
N (1.7056, 1.4924, -2.3742)  0.65
N (2.8945, 1.0398, -2.6480)  -0.81
C (3.1974, -0.2335, -2.5831)  0.65
N (4.3838, -0.6436, -3.0099)  -0.35
S (2.1021, -1.4244, -1.9276)  -0.14
C (0.0391, 3.1468, -2.2836)  0.52
C (-0.3894, 4.4759, -2.3527)  -0.48
C (-1.7462, 4.7487, -2.4216)  -0.50
C (-2.6494, 3.6963, -2.4352)  -0.66
C (-2.1536, 2.3979, -2.3427)  -0.20
N (-0.8595, 2.1409, -2.2690)  -0.06
H (3.4953, 3.3242, -2.2533)  0.36
H (2.4084, 4.4209, -1.3748)  0.40
H (2.4484, 4.4465, -3.1337)  0.39
H (5.0195, 0.0080, -3.4446)  0.25
H (4.6388, -1.6193, -2.9938)  0.21
H (0.3284, 5.2811, -2.3620)  0.39
H (-2.0867, 5.7724, -2.4706)  0.46
H (-3.7115, 3.8647, -2.5195)  0.44
H (-2.8247, 1.5449, -2.3412)  0.44
S (-0.8753, 0.7181, 0.5725)  -0.18
P (-0.9491, -1.3287, 0.6788)  0.96
S (-1.2030, -2.0484, -1.2309)  -0.09
C (0.5896, -1.8359, 1.5265)  1.21
C (0.7850, -1.2146, 2.7579)  -0.79
C (1.9087, -1.5176, 3.5003)  -0.71
C (2.8181, -2.4487, 3.0199)  -0.49
C (2.6092, -3.0735, 1.8007)  -0.78
C (1.4876, -2.7772, 1.0403)  -0.35
C (-2.3084, -1.9294, 1.7155)  1.11
C (-2.8982, -1.0951, 2.6568)  -0.29
C (-3.8820, -1.6137, 3.4825)  -0.76
C (-4.2617, -2.9419, 3.3599)  -0.48
C (-3.6632, -3.7682, 2.4191)  -0.74
C (-2.6799, -3.2655, 1.5841)  -0.54
H (0.0657, -0.4944, 3.1228)  0.25
H (2.0737, -1.0319, 4.4485)  0.43
H (3.6890, -2.6940, 3.6070)  0.42
H (3.3191, -3.8045, 1.4457)  0.43
H (1.3133, -3.2801, 0.0993)  0.71
H (-2.6031, -0.0575, 2.7349)  0.30
H (-4.3556, -0.9799, 4.2155)  0.42
H (-5.0302, -3.3410, 4.0029)  0.41
H (-3.9699, -4.7992, 2.3344)  0.42
H (-2.2152, -3.8962, 0.8357)  0.30

***

Entry 8:
The following is a DFT calculation (ωB97M-V/def2-TZVPD) of C32H42F3GeN5O5SSeSiW as an isolated structure.

The value obtained for the energy is -202110.04722 eV. The spin multiplicity is 3. Its total charge is -2. The value obtained for the HOMO energy (spin up / spin down) is -0.17 / -0.83 eV. The value obtained for the energy above the lowest of the compared OMol25 structures with the same formula, charge and spin is 12.5 kcal per mole.

Last column: Mulliken charge in e.
Cartesian coordinates (Å):
W (0.1523, 0.4632, -0.5784)  -0.54
O (6.6773, -3.5873, -3.5386)  -0.54
C (5.5509, -3.8192, -2.7829)  0.71
O (5.3277, -4.9623, -2.4537)  -0.64
C (4.7276, -2.6587, -2.4570)  0.90
C (5.0778, -1.3277, -2.7272)  -1.40
C (4.2635, -0.2665, -2.4169)  -1.27
C (2.9830, -0.4534, -1.7973)  0.23
C (2.6647, -1.8099, -1.5035)  0.59
C (3.4868, -2.8540, -1.8200)  -1.23
N (2.1322, 0.5505, -1.4948)  1.61
C (2.5076, 1.8476, -1.8804)  -1.13
C (1.7161, 2.8745, -1.5053)  0.46
C (1.9997, 4.2587, -1.8035)  -1.23
C (1.1402, 5.2274, -1.4319)  -0.48
C (-0.0566, 4.8714, -0.7314)  -0.92
C (-0.2701, 3.5618, -0.4392)  -0.37
N (0.5796, 2.5499, -0.7707)  1.87
H (6.6883, -2.6562, -3.7841)  0.26
H (6.0380, -1.0748, -3.1734)  0.11
H (4.6337, 0.7198, -2.6400)  0.27
H (1.7219, -2.0060, -1.0248)  -0.03
H (3.1845, -3.8677, -1.5869)  0.45
H (3.4009, 2.0296, -2.4501)  0.05
H (2.9191, 4.4824, -2.3320)  0.41
H (1.3540, 6.2666, -1.6579)  0.36
H (-0.7836, 5.6120, -0.4304)  0.43
H (-1.1447, 3.2566, 0.1165)  0.17
Se (-3.0716, 1.1820, 1.7077)  -0.14
C (-3.6978, 1.5574, 3.4527)  0.53
C (-5.0785, 1.6080, 3.6724)  -0.48
C (-5.5515, 1.8693, 4.9431)  -0.36
N (-4.7730, 2.0823, 6.0083)  -0.69
C (-3.4599, 2.0331, 5.7835)  -0.39
C (-2.8746, 1.7791, 4.5528)  -0.40
H (-5.7752, 1.4555, 2.8562)  0.37
H (-6.6228, 1.9168, 5.1174)  0.35
H (-2.8242, 2.2074, 6.6470)  0.36
H (-1.7986, 1.7615, 4.4350)  0.48
N (-0.9295, -1.1968, 0.0809)  0.93
C (-1.5106, -1.9531, 0.7366)  0.00
N (-2.2007, -2.9329, 1.2892)  -0.17
C (-3.2641, -3.5591, 0.4964)  -0.37
C (-4.6120, -2.9840, 0.8980)  -0.47
O (-4.8214, -3.1055, 2.2974)  -0.48
C (-3.8285, -2.3875, 3.0241)  -0.14
C (-2.4468, -2.9453, 2.7331)  -0.68
H (-3.2419, -4.6346, 0.6925)  0.29
H (-3.0588, -3.3862, -0.5590)  0.15
H (-5.4175, -3.5362, 0.4132)  0.41
H (-4.6711, -1.9299, 0.5978)  0.20
H (-4.0731, -2.4907, 4.0811)  0.42
H (-3.8566, -1.3266, 2.7502)  0.07
H (-2.3866, -3.9849, 3.0676)  0.29
H (-1.6734, -2.3608, 3.2296)  0.41
S (-0.9004, 1.4158, 1.9413)  -0.15
C (-0.2324, -2.8945, -2.5773)  -1.35
Si (-0.3397, -0.9717, -2.7183)  1.08
C (-2.1660, -0.9188, -3.2939)  -1.31
C (0.6622, -0.5336, -4.2613)  -1.45
H (-0.1223, -3.2920, -3.5926)  0.41
H (-1.1796, -3.2800, -2.1824)  0.28
H (0.5688, -3.3198, -1.9782)  0.31
H (-2.3710, -1.8341, -3.8602)  0.44
H (-2.3713, -0.0672, -3.9432)  0.31
H (-2.8643, -0.8754, -2.4525)  0.20
H (0.2554, -1.0685, -5.1272)  0.44
H (1.7138, -0.8078, -4.1545)  0.23
H (0.6037, 0.5408, -4.4469)  0.23
F (-4.0656, 2.0996, -3.4794)  -0.29
C (-3.5359, 2.3836, -2.2704)  0.51
F (-4.3817, 1.8856, -1.3556)  -0.21
F (-3.5604, 3.7250, -2.1420)  -0.29
C (-2.0788, 1.8438, -2.1591)  0.05
O (-1.3411, 2.1203, -3.0843)  -0.56
O (-1.8662, 1.1710, -1.0995)  -0.04
C (2.4654, 0.6660, 3.8675)  -1.18
Ge (2.8349, 0.6611, 1.9256)  0.31
C (3.1161, 2.5435, 1.4642)  -1.25
C (4.5623, -0.2582, 1.6771)  -1.31
C (1.4272, -0.3628, 1.0472)  -1.29
H (3.2478, 1.1939, 4.4188)  0.40
H (2.3963, -0.3558, 4.2485)  0.32
H (1.5080, 1.1579, 4.0508)  0.19
H (3.7704, 2.9906, 2.2180)  0.56
H (2.1707, 3.0884, 1.4505)  0.22
H (3.5720, 2.6473, 0.4809)  0.36
H (5.3704, 0.2443, 2.2149)  0.41
H (4.8153, -0.2922, 0.6149)  0.35
H (4.4916, -1.2879, 2.0346)  0.33
H (0.7681, -0.6298, 1.8791)  0.62
H (1.9044, -1.2949, 0.7355)  0.54